The following is a DFT calculation (the ωB97M-V functional and the def2-TZVPD basis) of a 2-piece molecular cluster, C4H6N2O overall.

Computed properties:
Frontier orbital gap (eV): 7.605
HOMO level (eV): -7.60
Energy relative to the best compared isomer or geometry (same formula, charge and spin) (kcal/mol): 89.9

Structure (XYZ):
```
13
Properties=species:S:1:pos:R:3:forces:R:3:lowdin_charge:R:1
N 0.77923 -1.44112 -1.12548 1.8 1.4 -0.3 0.0514
C -0.10355 -0.63653 -0.41944 0.4 0.4 0.7 -0.3826
C 0.39257 -0.20626 0.79058 -0.5 0.2 -0.1 -0.3953
O 1.58633 -0.49857 1.33742 0.3 0.3 -0.1 0.0609
N -0.35314 0.84116 1.21770 -0.1 0.1 0.2 0.0873
C -1.38270 1.05037 0.32884 -0.1 0.1 0.1 -0.1281
C -1.25937 0.17380 -0.71810 0.2 0.0 0.2 -0.0379
H 1.99103 -0.51847 -1.16851 -3.3 -2.9 -1.1 0.2266
H 0.27800 -1.76866 -1.97998 1.6 0.9 0.0 0.0730
H 2.29407 -0.26486 0.69329 -0.2 -0.3 0.2 0.0871
H -0.15930 1.32461 2.07518 -0.2 0.1 0.0 0.1554
H -2.12991 1.79794 0.53996 0.0 -0.1 0.0 0.1050
H -1.93326 0.14657 -1.57145 0.3 -0.1 0.2 0.0971
```
Positions in Å, forces in eV/Å.

The following is a DFT calculation (the ωB97M-V functional and the def2-TZVPD basis) of a single C7H15O molecule.

Computed properties:
Frontier orbital gap (spin up / spin down) (eV): 9.212 / 10.241
HOMO level (spin up / spin down) (eV): -8.09 / -9.90
Energy relative to the best compared isomer or geometry (same formula, charge and spin) (kcal/mol): 0.0
Multiplicity: 2

Structure (XYZ):
```
23
Properties=species:S:1:pos:R:3:forces:R:3:lowdin_charge:R:1
H -3.89028 -1.85097 2.77742 0.6 0.8 -0.3 0.0488
C -3.37655 -0.89626 2.52483 -1.3 0.1 -0.5 0.0049
C -2.04019 -0.85299 1.83423 0.3 -0.2 1.3 -0.3036
H -3.94957 0.01968 2.77783 0.6 -0.7 -0.3 0.0451
H -1.56991 0.04987 2.25941 0.4 -0.5 -0.2 0.1077
H -1.61837 -1.79268 2.22265 0.8 0.5 0.1 0.1031
H -2.26937 -1.83418 0.01202 -0.7 -0.6 -0.5 0.0854
C -1.81758 -0.92074 0.32143 0.8 0.8 -1.0 -0.1957
H -2.29975 -0.07149 -0.17739 -0.2 -0.3 0.0 0.1059
C -0.33135 -0.97197 -0.28606 -0.3 0.0 -0.1 -0.1870
C 0.21277 0.36448 -0.85474 -0.4 0.4 0.1 -0.1975
H -0.25887 0.61789 -1.83629 0.1 -0.3 0.8 0.1244
H -0.10207 1.15273 -0.14972 0.4 0.0 -0.3 0.1143
C 1.73772 0.42684 -1.06427 -0.3 0.3 0.2 -0.2362
O 2.08867 1.78972 -1.41112 0.2 -1.3 0.3 -0.2082
C 3.49358 1.95139 -1.53509 0.1 0.0 -0.1 -0.1328
H 0.37962 -1.39660 0.43000 -0.1 0.2 0.2 0.1015
H -0.31118 -1.67142 -1.13661 -0.3 -0.1 0.4 0.1026
H 2.24964 0.12641 -0.12134 -0.1 0.2 -0.5 0.1232
H 2.06116 -0.27688 -1.86954 -0.2 0.4 0.4 0.1294
H 3.64861 3.01201 -1.78126 0.1 -0.4 0.1 0.0867
H 4.03908 1.70914 -0.59293 -0.4 0.1 -0.4 0.0890
H 3.92420 1.31602 -2.34347 -0.3 0.3 0.4 0.0888
```
Positions in Å, forces in eV/Å.

The following is a DFT calculation (the ωB97M-V functional and the def2-TZVPD basis) of a 11-piece molecular cluster, C19H59N15O11 overall.

Computed properties:
Frontier orbital gap (eV): 9.142
HOMO level (eV): -8.65
Energy relative to the best compared isomer or geometry (same formula, charge and spin) (kcal/mol): 10.5

Structure (XYZ):
```
104
Properties=species:S:1:pos:R:3:forces:R:3:lowdin_charge:R:1
C -0.68034 0.05937 5.81959 0.6 -0.8 1.7 -0.0104
C 0.63963 0.11605 5.07244 -0.5 0.1 -1.5 -0.5336
C 0.90094 1.58235 4.78094 0.5 1.0 -0.2 -0.0266
C 1.83554 -0.51720 5.69405 1.7 0.7 0.2 -0.1716
C 1.53357 -1.91472 6.01519 -0.8 -2.7 0.2 -0.1858
C 1.41581 -2.71562 4.68048 -1.1 -0.5 1.2 -0.1129
C 0.43482 -2.06408 3.71899 -1.3 -0.9 -0.7 -0.4843
C 0.59319 -2.46418 2.20274 2.3 0.4 1.3 -0.0133
C -0.98113 -2.61671 4.11706 -0.8 0.1 0.9 -0.0359
N 0.58741 -0.62444 3.79233 -0.2 1.2 -1.7 -0.0904
O -0.34100 -0.01927 2.87092 0.4 0.1 0.6 -0.0732
H -1.06143 -0.97752 5.99713 0.5 1.2 0.2 0.0769
H -0.49794 0.63067 6.75959 -0.5 -0.6 -0.3 0.1124
H -1.43623 0.56668 5.27557 -0.7 0.5 -0.5 0.0500
H 1.21281 2.15190 5.68021 -0.5 -0.5 -0.2 0.1026
H 1.73475 1.73233 4.09036 0.1 -0.4 -0.1 0.0580
H 0.04296 2.07336 4.31167 0.0 -0.1 0.3 0.0846
H 2.68262 -0.46912 4.94146 -0.8 0.0 0.8 0.1535
H 2.18150 0.00654 6.57662 -0.1 0.4 0.3 0.1240
H 2.30726 -2.42081 6.59529 0.2 0.2 0.1 0.1149
H 0.62656 -1.99550 6.63672 0.2 0.1 -0.2 0.1095
H 1.01181 -3.74845 4.78385 0.6 0.5 0.4 0.1302
H 2.44714 -2.78230 4.44026 0.8 -0.1 -1.4 0.1040
H 1.69555 -2.32820 1.96554 -1.2 -0.3 0.0 0.0860
H 0.03135 -1.76545 1.58224 -0.2 -0.5 0.0 0.0581
H 0.33688 -3.52382 2.11189 -0.1 0.3 -0.4 0.0831
H -1.82672 -2.08680 3.69894 0.0 0.6 -0.3 0.0583
H -1.21600 -2.66542 5.19182 0.5 0.2 -0.1 0.0721
H -1.21026 -3.63675 3.82109 0.7 -0.3 -0.5 0.0802
H -1.19650 0.07206 3.33407 -0.2 0.0 -0.1 0.0328
N 2.24951 0.44716 1.10799 -1.2 -1.9 1.0 0.2308
C 2.67894 1.58467 0.67607 1.0 2.4 -0.6 -0.7183
N 3.12779 2.53114 1.53192 0.0 0.0 0.9 0.1812
O 2.74825 1.85744 -0.51787 0.1 -0.1 -2.1 -0.0277
H 2.04213 -0.20281 0.36880 -0.1 -0.5 0.3 0.0747
H 1.93874 0.28177 2.05622 0.1 -0.4 0.1 0.0953
H 3.46996 3.37204 1.11363 -0.1 0.2 -0.1 0.1064
H 2.73830 2.56946 2.44569 0.1 0.1 0.7 0.0678
N -1.30620 -2.47850 -1.37179 -0.5 1.5 1.0 0.1931
C -1.89099 -3.25124 -2.28818 -1.6 -0.5 -0.2 -0.7239
N -3.20589 -2.98596 -2.48477 -0.2 2.4 1.4 0.1648
O -1.38577 -4.17931 -2.90687 1.3 -0.3 -0.3 -0.0009
H -0.32305 -2.47846 -1.30372 1.1 -0.2 0.1 0.0632
H -1.77420 -1.63389 -0.99973 0.4 -1.1 -0.5 0.0862
H -3.58638 -2.08073 -2.10617 0.1 -1.7 -0.7 0.1085
H -3.67647 -3.62437 -3.06879 -0.7 -0.2 -0.6 0.0913
N 1.96484 0.81976 -6.90949 -0.7 0.3 0.7 0.1445
C 1.98128 1.99280 -6.15606 2.8 -1.6 0.0 -0.6448
N 2.93093 1.98580 -5.09917 -1.4 0.4 -0.4 0.1364
O 1.42633 3.02033 -6.45781 -0.7 0.3 -0.1 0.0278
H 1.18134 0.83094 -7.55947 0.4 -0.3 0.3 0.1011
H 2.21349 -0.09080 -6.46626 -0.4 1.1 -0.3 0.0639
H 3.54729 1.25257 -4.81793 -0.1 -0.7 -0.5 0.0811
H 3.29479 2.90025 -4.95571 0.1 0.5 0.3 0.0806
N 2.68620 -1.10081 -1.80250 -1.1 -0.7 -1.4 0.1721
C 2.82890 -2.27331 -1.11206 -0.9 0.6 -0.7 -0.6736
N 2.21519 -3.44962 -1.55740 0.2 0.2 0.7 0.1596
O 3.37085 -2.24065 -0.03737 1.0 -0.7 1.4 0.0185
H 3.15796 -0.24983 -1.51274 -0.2 -0.4 0.0 0.0891
H 1.93529 -1.07379 -2.49592 0.8 0.3 0.3 0.0536
H 1.90850 -3.77264 -2.47415 0.3 0.7 0.4 0.0842
H 2.33074 -4.14145 -0.81984 -0.1 0.0 -0.6 0.1046
N 0.30034 -1.79129 -3.92444 1.1 -0.7 -0.7 0.1801
C 1.30447 -2.18749 -4.79263 -1.7 -1.2 0.1 -0.6144
N 1.07681 -3.51145 -5.20003 0.4 2.2 0.5 0.1671
O 2.24280 -1.52235 -5.19561 0.0 0.1 0.3 0.0072
H 0.18432 -0.86490 -3.57061 -0.1 0.4 -0.3 0.0589
H -0.40147 -2.49496 -3.75021 -0.1 0.3 0.2 0.0549
H 1.81480 -3.91215 -5.70653 0.7 -0.7 -0.6 0.0844
H 0.35084 -4.05809 -4.79876 -0.4 -0.5 0.3 0.0712
N -2.37958 3.41944 -0.64970 -1.1 -0.4 1.0 0.1987
C -1.67979 3.27546 0.49099 -0.7 -0.9 1.2 -0.6838
N -0.40851 3.69711 0.51208 0.5 0.2 -1.0 0.1844
O -2.23275 2.76725 1.48308 0.4 0.5 -0.1 -0.0039
H -3.20945 2.86130 -0.49830 -0.1 0.2 -0.8 0.0830
H -1.92969 3.41273 -1.52673 0.4 0.1 -1.3 0.0612
H 0.09506 3.71389 -0.38220 0.0 0.3 1.1 0.1177
H 0.00965 3.63561 1.41646 0.7 -0.1 0.0 0.0994
N 0.68720 1.54641 -2.51075 -0.8 0.1 -1.3 0.1994
C -0.44799 0.94048 -2.13396 -0.1 -0.2 0.1 -0.6540
N -0.38693 0.45857 -0.82735 -1.9 0.5 1.3 0.1695
O -1.42052 0.73494 -2.91117 1.5 0.1 1.2 -0.0238
H 1.45271 1.68246 -1.84872 0.2 0.0 -0.4 0.0579
H 0.69445 1.74935 -3.51306 0.7 0.3 0.7 0.1089
H 0.21647 0.90300 -0.10403 -0.3 -0.3 -1.2 0.0850
H -1.35342 0.45631 -0.44119 0.8 -0.3 -0.3 0.0878
C -0.49634 4.77393 -4.44726 2.9 2.2 -1.0 -0.2106
O -1.55301 4.32303 -3.71998 -1.4 -1.0 1.3 -0.1081
H 0.48391 4.78520 -3.90937 -0.9 -0.2 0.4 0.0877
H -0.21842 4.22355 -5.33094 -0.6 -0.5 -0.5 0.0446
H -0.64824 5.83950 -4.72679 0.2 -0.5 -0.1 0.0918
H -2.32239 4.82326 -3.99369 -0.2 -0.1 0.1 0.0868
C -4.58233 0.83153 -1.47358 0.2 -1.3 1.8 -0.1221
O -3.38309 0.08072 -1.23591 0.1 -0.5 -1.1 -0.2038
H -4.31791 1.83343 -1.83077 -0.5 0.0 0.5 0.0745
H -5.24701 0.36054 -2.18557 0.0 -0.2 -0.5 0.0704
H -5.06966 0.65288 -0.46594 0.1 1.4 -1.2 0.1033
H -2.87032 0.06030 -2.07821 0.2 0.5 0.4 0.0328
C -3.71847 -0.20912 2.81314 0.0 0.8 -0.1 -0.1165
O -2.84805 0.67742 3.49563 0.0 0.9 0.7 -0.1666
H -4.35877 -0.73605 3.52988 0.5 -0.1 -0.1 0.0921
H -4.38757 0.33868 2.15284 0.0 0.0 -0.2 0.0757
H -3.05179 -0.83222 2.24612 -0.3 -1.0 -0.5 0.0654
H -2.61348 1.46888 2.96613 -0.4 -0.4 -0.2 0.0616
```
Positions in Å, forces in eV/Å.

The following is a DFT calculation (the ωB97M-V functional and the def2-TZVPD basis) of a single C4H11N2 molecule.

Computed properties:
Frontier orbital gap (spin up / spin down) (eV): 5.833 / 9.885
HOMO level (spin up / spin down) (eV): -4.63 / -8.77
Energy relative to the best compared isomer or geometry (same formula, charge and spin) (kcal/mol): 7.8
Multiplicity: 2

Structure (XYZ):
```
17
Properties=species:S:1:pos:R:3:forces:R:3:lowdin_charge:R:1
C -0.32950 0.66356 -1.86608 0.2 -0.9 -0.1 -0.1199
C 0.64474 1.43757 -0.99133 -1.3 -0.1 1.3 -0.2351
C 0.53888 1.01570 0.50269 -0.3 -0.7 -0.8 -0.2213
N 0.48813 -0.43907 0.63211 0.3 0.2 -0.6 -0.0722
C -0.63313 -1.05715 1.15835 -0.1 0.1 0.7 -0.2847
N -0.60254 -2.36858 1.61692 -0.1 0.0 -0.5 0.0241
H -1.20313 0.31818 -1.31066 -0.1 0.3 0.1 0.0609
H -0.65611 1.25109 -2.70763 -0.2 0.3 -0.3 0.0581
H 0.08611 -0.26432 -2.26556 0.2 0.1 0.0 0.0706
H 1.66651 1.26574 -1.21740 0.9 0.1 -0.9 0.0832
H 0.36161 2.48722 -1.09150 0.5 0.2 0.2 0.0990
H 1.42858 1.30391 1.04753 0.0 0.7 0.2 0.1030
H -0.36381 1.43860 0.94146 0.1 0.1 0.2 0.1069
H 1.39643 -0.82320 0.81864 -0.1 -0.4 0.2 0.1141
H -1.57403 -0.55997 1.05999 -0.3 0.0 -0.1 0.0812
H -1.47528 -2.84402 1.73198 0.1 -0.1 0.0 0.0672
H 0.22653 -2.82525 1.94048 0.1 0.1 0.2 0.0651
```
Positions in Å, forces in eV/Å.

Which of these has the highest energy relative to the best compared isomer or geometry (same formula, charge and spin)?
C4H6N2O

Which of these has the highest energy relative to the best compared isomer or geometry (same formula, charge and spin)?
C4H6N2O

What is the energy relative to the best compared isomer or geometry (same formula, charge and spin) in the second record?
0.0 kcal/mol